Record 1
Entry from the OMol25 dataset: a structure of composition C29H24N6O4STi (the ωB97M-V functional and the def2-TZVPD basis).

Values from the calculation:
- HOMO-LUMO gap (eV) = 7.16
- net charge = 0

Last column: natural (NBO) charge in e.
Atoms and positions in Å:
C -2.307 5.695 1.779  -0.217
C -3.023 5.741 2.967  -0.200
N -3.093 1.025 1.241  -0.348
C -0.215 -2.997 -2.461  -0.258
N 3.592 -4.589 -0.217  -0.124
N 2.425 -4.808 -0.570  -0.119
H -5.175 1.578 -3.238  0.236
S -0.449 2.516 -4.796  -0.080
H -2.397 -2.679 0.517  0.234
H 7.251 1.816 0.411  0.205
C 1.217 -2.627 -0.051  -0.023
H 1.769 -1.082 2.925  0.230
C -0.451 -1.874 -1.718  0.330
C 0.579 -0.304 1.309  0.114
C 5.059 -2.938 0.742  -0.209
C 4.009 -2.397 -1.345  -0.225
C 4.663 -1.185 -1.360  -0.237
C -5.329 1.635 -2.159  -0.666
O -3.049 1.246 -1.582  -0.659
O -1.155 1.941 0.345  -0.686
C 0.313 -1.672 -0.530  0.099
H -5.562 -0.737 -0.741  0.234
H 7.770 0.155 0.776  0.178
H 3.366 -2.669 -2.172  0.230
H -3.194 6.689 3.460  0.213
H -1.508 4.427 0.234  0.230
C -3.518 4.569 3.527  -0.219
C -2.284 2.006 1.068  0.506
C 5.699 -1.704 0.756  -0.302
H -0.783 -3.171 -3.364  0.233
N 0.039 -0.514 0.134  -0.439
C 4.184 -3.273 -0.273  0.080
C 5.494 -0.821 -0.298  0.311
H -3.680 2.432 3.319  0.230
H 0.344 0.640 1.783  0.227
H 6.359 0.856 1.613  0.177
H 5.222 -3.647 1.546  0.226
N -2.689 -0.244 0.798  -0.354
C 1.488 -3.753 -0.885  0.023
H -6.338 1.313 -1.915  0.223
H 4.545 -0.497 -2.187  0.234
C 1.710 -2.414 1.257  -0.128
H 0.946 -4.817 -2.614  0.232
H -5.199 2.679 -1.868  0.241
H 2.306 -3.177 1.739  0.231
C -3.295 3.353 2.901  -0.185
O -1.380 -0.955 -1.982  -0.663
C -4.575 -0.294 -0.728  -0.423
C -3.303 -2.397 -0.017  -0.659
C -0.328 1.936 -3.324  0.248
N -0.232 1.504 -2.219  -0.648
C 6.908 0.818 0.669  -0.254
O 6.070 0.403 -0.394  -0.483
H -3.267 -2.764 -1.042  0.238
H -4.073 4.605 4.455  0.214
C 1.401 -1.262 1.925  -0.252
C -2.073 4.479 1.156  -0.190
Ti -1.447 0.647 -0.968  1.592
C -4.315 0.811 -1.448  0.456
H 6.358 -1.457 1.575  0.223
C 0.751 -3.931 -2.022  -0.179
H -4.159 -2.863 0.480  0.238
C -2.569 3.306 1.716  -0.042
C -3.498 -0.919 0.026  0.340
H -1.925 6.608 1.340  0.216

---

Record 2
Entry from the OMol25 dataset: a cluster of 2 separate species, C29H24O5S2 in total (the ωB97M-V functional and the def2-TZVPD basis).

Values from the calculation:
- HOMO-LUMO gap (eV) = 4.83
- net charge = 0

Last column: natural (NBO) charge in e.
Atoms and positions in Å:
C 1.419 0.050 -4.492  -0.211
O 1.911 -0.203 0.551  -0.576
H 3.547 -4.889 4.338  0.219
H -2.989 -2.949 -1.856  0.223
C 2.115 -0.583 -5.522  -0.193
H -0.313 -2.497 0.634  0.246
C -5.020 -1.754 0.616  -0.234
C 1.431 -4.016 1.821  -0.149
C 2.922 -2.281 -3.985  -0.174
C -0.410 -0.715 1.842  -0.301
H -0.759 0.755 4.038  0.214
C 2.294 -4.801 2.577  -0.224
H 0.267 -0.043 2.382  0.225
C -3.426 3.074 2.426  -0.216
S 2.114 -2.231 -1.254  2.125
O 1.124 -3.298 -1.180  -0.942
C -1.500 1.406 3.578  -0.207
C 0.120 -1.936 1.459  0.004
C 1.041 -2.723 2.259  -0.061
H -5.368 -3.079 -1.061  0.215
O 0.898 1.613 -1.659  -0.913
H 3.911 0.333 0.652  0.193
H 3.484 -3.188 -3.767  0.236
C 2.847 -4.292 3.758  -0.168
C -2.870 3.399 3.671  -0.197
H 3.137 -0.088 2.230  0.188
H 3.636 -1.403 1.100  0.219
C -2.369 -1.713 -0.224  -0.184
H 2.048 -0.169 -6.526  0.223
C -3.039 1.904 1.773  -0.191
H 0.768 0.908 -4.663  0.239
H 1.159 -1.321 3.903  0.213
C 2.868 -1.731 -5.268  -0.199
H -1.354 -1.647 -0.595  0.245
H -3.479 1.651 0.805  0.230
C -4.096 -0.952 1.276  -0.188
H 2.532 -5.804 2.222  0.224
H 1.004 -4.400 0.891  0.247
C -1.894 2.572 4.234  -0.203
C -1.717 -0.227 1.677  0.085
H -3.194 4.309 4.184  0.218
H -6.056 -1.779 0.957  0.217
C 2.222 -1.647 -2.953  -0.328
C -2.092 1.030 2.351  -0.007
C 1.541 -0.462 -3.199  -0.213
C -3.306 -2.442 -0.947  -0.205
C 2.446 -3.029 4.224  -0.229
C 1.412 -0.774 -0.531  -0.442
C -4.632 -2.496 -0.506  -0.186
H 2.848 -2.637 5.158  0.219
H 3.410 -2.214 -6.075  0.223
H -1.431 2.829 5.190  0.217
C 3.263 -0.379 1.178  -0.250
C -2.724 -0.979 0.920  -0.040
O -0.754 -0.227 -2.033  -0.932
S 0.613 0.206 -1.821  2.127
H -4.164 3.730 1.966  0.221
H -4.431 -0.287 2.077  0.219
C 1.531 -2.266 3.501  -0.179
O 3.472 -2.467 -0.793  -0.938

---

Record 3
Entry from the OMol25 dataset: a structure of composition C29H25BrCaN3O4S3 (the ωB97M-V functional and the def2-TZVPD basis).

Values from the calculation:
- HOMO-LUMO gap (eV) = 6.53
- net charge = -1

Last column: natural (NBO) charge in e.
Atoms and positions in Å:
H 5.006 -0.188 5.178  0.239
C 2.575 -4.535 1.821  -0.226
H 0.099 0.840 -5.250  0.212
H 0.835 -3.443 2.351  0.215
C 2.591 -2.260 2.687  -0.221
H -4.394 0.341 -3.584  0.226
H 3.927 -1.744 4.985  0.237
S 4.852 -0.870 3.022  1.317
H 3.334 -0.019 4.646  0.268
C 2.054 3.531 -4.434  -0.198
C -0.782 1.374 3.668  0.123
H -0.845 4.210 -5.014  0.232
C 2.347 0.934 -5.383  -0.223
C -2.329 3.217 4.939  -0.302
C 0.891 2.739 -4.630  -0.031
C -3.744 -1.458 -0.187  0.400
O -0.204 -0.258 1.952  -0.792
Br -4.507 2.636 3.270  0.052
C 4.654 -3.436 2.148  -0.229
C -3.768 -2.419 -2.504  -0.170
C 0.129 0.349 3.006  0.750
C -3.355 -1.355 -1.608  -0.216
C -2.702 2.480 3.821  0.190
H 4.494 -5.433 1.433  0.204
H 5.750 -3.458 2.273  0.240
H -4.973 -2.575 1.083  0.204
C 3.944 -4.583 1.791  -0.209
C -4.809 -3.617 -0.723  -0.196
C 3.337 3.007 -4.694  -0.219
N -1.978 1.687 3.060  -0.558
H 4.201 3.683 -4.494  0.211
H -3.646 -2.144 -3.516  0.201
H -0.745 3.258 6.477  0.220
H -2.958 -0.349 -4.385  0.215
H -2.927 4.097 5.164  0.243
H -1.265 2.453 -4.358  0.263
Ca -1.958 0.721 0.967  1.765
C -4.545 -2.589 0.110  -0.285
H 1.821 4.515 -4.046  0.217
H 0.629 1.586 5.314  0.271
O -3.617 -0.514 0.730  -0.901
H 2.054 -5.417 1.561  0.202
C -2.819 -0.134 -2.180  0.310
C 3.962 -2.366 2.611  -0.272
N -2.127 0.723 -1.410  -0.424
C -0.531 3.328 -4.346  -0.570
C -0.286 1.988 4.839  -0.224
C 1.888 -3.416 2.277  -0.180
C 1.078 1.450 -5.138  -0.200
O 1.132 0.202 3.754  -0.729
O 6.235 -1.242 3.150  -1.018
C -1.126 2.866 5.495  -0.147
H -5.400 -4.432 -0.420  0.200
N -1.475 1.694 -2.146  -0.470
H 4.479 1.375 -5.462  0.209
S -0.495 2.873 0.072  -0.454
H -4.353 -4.444 -2.714  0.200
C -0.834 2.722 -1.575  -0.071
H 2.419 -0.018 -5.910  0.210
C 3.470 1.734 -5.216  -0.225
C -4.327 -3.580 -2.033  -0.287
C 4.198 -0.682 4.635  -0.876
H 2.109 -1.355 3.060  0.278
H -2.905 1.326 -3.766  0.253
S -0.480 4.086 -2.680  0.243
C -3.286 0.306 -3.544  -0.698

---

Record 4
Entry from the OMol25 dataset: a structure of composition C29H25ClF4FeIN11O2 (the ωB97M-V functional and the def2-TZVPD basis).

Values from the calculation:
- <S²> = 0.82
- HOMO-LUMO gap (spin up / spin down) (eV) = 5.68 / 5.67
- multiplicity = 2
- net charge = +1

Last column: Mulliken spin population.
Atoms and positions in Å:
I -2.067 -4.039 0.827  -0.008
C -3.244 -1.318 -1.245  -0.002
C -1.573 4.149 1.969  -0.002
C 0.009 -2.030 -3.977  0.000
H -6.798 -1.041 2.472  0.000
N 0.676 -0.095 1.716  -0.003
C -2.489 3.603 1.074  0.002
H -6.536 -0.504 0.830  0.000
C 6.453 -1.154 -7.229  -0.001
H -3.845 -1.318 3.820  0.000
H -4.747 -1.946 -2.487  0.000
C -3.768 -0.914 1.113  -0.004
N -4.124 -1.228 -0.184  -0.001
H -1.104 5.752 3.316  0.000
C 2.488 -1.857 -3.925  0.009
H 4.166 0.460 4.902  0.000
C -0.526 3.354 2.405  0.002
C 1.754 -0.866 1.902  0.005
C -0.770 -2.477 1.464  -0.213
H -3.316 4.196 0.708  0.000
H 3.679 -1.179 2.754  0.000
H -2.398 -0.482 2.410  0.011
N -1.312 1.539 1.089  0.019
H -2.996 1.834 -0.043  -0.001
N -3.840 -1.513 -2.451  0.002
N 6.675 -1.041 -8.350  0.004
H 0.214 -2.923 1.396  0.010
C 3.824 -1.581 -5.958  0.005
C 4.919 -1.594 -3.763  0.007
H 4.521 2.772 5.128  0.000
H -5.101 -1.316 -0.392  -0.001
H 0.197 3.757 3.100  0.000
H 1.751 -1.823 1.406  -0.004
C -4.482 -0.542 3.386  0.000
C 1.077 -2.036 -1.896  0.004
C 3.729 -1.775 -3.177  -0.006
H -6.235 -2.208 1.283  0.000
N 0.672 -2.030 -0.823  -0.006
C 5.075 -1.474 -5.211  -0.007
H -1.299 6.233 1.635  0.000
C -0.424 2.048 1.927  -0.024
O 3.761 2.479 4.617  0.000
C -2.319 2.296 0.667  -0.001
C 2.637 -1.759 -5.364  -0.005
C 2.846 -0.495 2.654  -0.001
H 1.758 2.559 3.477  0.000
C 2.852 0.753 3.262  -0.001
C 7.519 -1.181 -5.091  -0.001
F 3.652 -1.880 -1.856  0.000
F 6.001 -1.517 -3.011  0.000
H -1.015 -2.307 2.509  0.010
C 6.277 -1.282 -5.809  0.009
H -1.483 -1.190 -1.965  0.003
H -5.408 -0.513 3.952  0.000
N -1.082 -2.040 -4.337  -0.003
H 4.918 1.183 3.474  0.000
H -3.376 5.619 3.421  0.000
H -3.994 0.429 3.494  0.000
C -1.702 5.585 2.416  0.000
F 3.879 -1.498 -7.274  0.000
C -6.153 -1.168 1.609  -0.001
Fe -0.839 -0.742 0.419  1.208
N 8.547 -1.104 -4.587  0.004
F 1.537 -1.850 -6.095  0.000
N -2.532 -0.711 1.436  -0.031
O -3.047 5.985 2.594  0.000
H -3.226 -1.732 -3.225  0.000
N -4.792 -0.822 1.993  0.001
C 0.702 1.137 2.259  0.024
N -1.987 -1.183 -1.087  -0.030
C 1.284 -2.004 -3.317  -0.005
C 1.761 1.572 3.044  -0.001
C 4.018 1.191 4.100  0.000
Cl 0.119 0.799 -1.301  0.024

---

ΔE to the lowest compared entry with this formula, charge and spin (kcal/mol)
35.93 0.00 21.24 0.00
Electronic energy (eV)
-81545.2292 -62364.4554 -164128.9593 -116836.7598